Formula: CH7N2O2
Source: the Open Molecules 2025 dataset
Level of theory: ωB97M-V/def2-TZVPD

⟨S²⟩: 2.01
Relative energy (zero: lowest compared OMol25 entry of this formula, charge and spin) in kJ/mol: 113.3
Energy in eV: -8212.5486
Orbital gap (spin up / spin down) in hartree: 0.199 / 0.295
Net charge: +1
2S+1: 3

Each line ends with the Löwdin charge.
Atoms and positions in Å:
C: 0.831 1.459 1.576  -0.43
N: 1.008 2.572 1.230  0.29
N: -0.372 -1.517 0.226  0.29
O: 0.713 0.324 1.667  0.16
O: -0.060 0.750 -0.794  -0.09
H: 0.969 3.486 1.667  0.12
H: 0.180 -2.367 0.344  0.16
H: -0.570 -1.460 -0.746  0.12
H: 0.363 -0.845 0.385  0.05
H: -1.202 -1.424 0.813  0.17
H: 0.562 1.531 -0.793  0.08
H: -0.752 1.239 -1.273  0.09